No. 1
# C34H94N6O10

A cluster of 10 separate species, C34H94N6O10 in total (ωB97M-V/def2-TZVPD, the Open Molecules 2025 dataset).

Results
HOMO-LUMO gap: 9.68 eV
SMILES: COC[C@H](C)N.COC[C@H](C)N.COC[C@H](C)N.COC[C@H](C)N.COC[C@H](C)N.COC[C@H](C)N.CC(C)O.CC(C)O.CC(C)O.CO
Energy relative to the best compared isomer or geometry (same formula, charge and spin): 0.000 eV
DFT total energy: -2432.5639 Eh
HOMO: -0.33475 Eh

Each line ends with the Löwdin charge.
Positions of all 144 atoms, in Å:
C  1.28642  0.35214  -6.53299  -0.03
C  1.76517  -0.72204  -5.50360  -0.46
C  3.27524  -1.10245  -5.58609  -0.02
O  1.60459  -0.21253  -4.19476  -0.11
H  0.20688  0.20979  -6.75788  0.05
H  1.77944  0.36613  -7.49736  0.07
H  1.40534  1.34914  -6.05257  0.08
H  1.18909  -1.61666  -5.69907  0.11
H  3.37545  -1.85736  -4.81883  0.07
H  3.73498  -0.22502  -5.21995  0.05
H  3.53647  -1.40671  -6.59263  0.08
H  0.64761  -0.03084  -4.02412  0.06
C  2.49122  -2.67976  3.88873  -0.06
C  1.31124  -1.92965  3.33233  -0.48
C  0.81368  -0.91585  4.32534  -0.07
O  1.77310  -1.33916  2.06597  -0.08
H  2.89748  -3.33484  3.14869  0.07
H  2.13237  -3.24309  4.74669  0.08
H  3.20547  -1.90670  4.25623  0.09
H  0.52242  -2.69319  3.19727  0.13
H  -0.10416  -0.41931  4.10767  0.03
H  1.49450  -0.02852  4.30512  0.09
H  0.73887  -1.27769  5.42579  0.12
H  1.19980  -0.67387  1.69378  0.01
C  -1.08822  1.64522  1.43658  -0.03
C  -0.12559  1.48335  0.25796  -0.50
C  0.23756  2.81090  -0.39987  -0.03
O  0.99102  0.84321  0.81190  -0.12
H  -2.15180  1.89029  1.24071  0.10
H  -0.66463  2.20394  2.27657  0.06
H  -1.12561  0.68334  1.89530  0.04
H  -0.53184  0.74094  -0.46344  0.12
H  0.85533  2.59262  -1.30851  0.07
H  0.76151  3.38253  0.38564  0.07
H  -0.65885  3.40950  -0.57025  0.08
H  1.69815  0.64409  0.10745  0.09
C  -2.99790  -1.51376  4.14489  -0.06
C  -4.37327  -1.80424  4.66119  -0.47
C  -4.52944  -3.29244  4.72679  -0.23
O  -5.73127  -3.54870  5.41574  -0.19
C  -6.11078  -4.88267  5.41773  -0.12
N  -4.57407  -1.12011  5.93067  0.06
H  -2.30445  -2.11841  4.81888  0.11
H  -2.80950  -0.48326  4.20636  0.05
H  -2.83728  -1.80549  3.10852  0.07
H  -5.12116  -1.49777  3.93865  0.14
H  -3.61622  -3.73429  5.18321  0.13
H  -4.62055  -3.64559  3.62606  0.15
H  -6.89017  -4.92049  6.14427  0.08
H  -5.30847  -5.58987  5.60485  0.09
H  -6.55661  -5.13722  4.46571  0.08
H  -3.85258  -1.34551  6.58117  0.06
H  -5.45183  -1.31898  6.41973  0.08
C  -2.19950  -1.59894  -5.58590  -0.05
C  -2.12430  -0.15668  -5.07627  -0.44
C  -3.54362  0.38977  -5.00419  -0.22
O  -3.59838  1.62402  -4.35290  -0.21
C  -3.12872  2.70311  -5.09701  -0.11
N  -1.41104  -0.15454  -3.79853  0.06
H  -2.93670  -1.67507  -6.41896  0.09
H  -2.51912  -2.15628  -4.72569  0.06
H  -1.23902  -2.05339  -5.90482  0.08
H  -1.55221  0.49810  -5.77536  0.11
H  -4.10745  -0.27333  -4.32929  0.14
H  -4.03769  0.47010  -5.97958  0.13
H  -3.46429  3.61192  -4.59430  0.10
H  -3.42639  2.59173  -6.14193  0.09
H  -2.01209  2.59875  -5.09246  0.09
H  -1.59217  -1.01592  -3.23298  0.07
H  -1.64569  0.64272  -3.23030  0.07
C  4.16892  2.94390  -5.11164  -0.03
C  3.06565  3.15175  -4.02538  -0.43
C  3.75242  3.74541  -2.81542  -0.24
O  4.69835  2.83228  -2.33180  -0.21
C  5.71149  3.41001  -1.58106  -0.11
N  1.96001  4.00496  -4.47614  0.04
H  3.80575  2.29865  -5.88232  0.04
H  5.09524  2.50268  -4.59081  0.11
H  4.41160  3.84989  -5.62858  0.06
H  2.56250  2.24206  -3.67543  0.11
H  3.04357  4.11693  -2.07219  0.12
H  4.24430  4.68226  -3.12607  0.13
H  5.39109  4.09489  -0.84787  0.07
H  6.34445  3.95554  -2.26637  0.09
H  6.37675  2.66986  -1.10947  0.10
H  1.25148  3.90352  -3.70370  0.08
H  2.17709  4.99246  -4.48984  0.06
C  -2.54931  2.59292  5.60758  -0.04
C  -1.02776  2.34179  5.57574  -0.41
C  -0.24610  3.59376  5.18525  -0.20
O  -0.53944  3.92494  3.82585  -0.21
C  0.64119  4.25568  3.08538  -0.09
N  -0.61021  1.94827  6.95113  0.05
H  -2.76316  3.19721  4.75663  0.06
H  -2.70081  3.23318  6.53097  0.10
H  -3.15537  1.73775  5.71510  0.04
H  -0.77507  1.62515  4.81878  0.10
H  0.79874  3.39032  5.31715  0.11
H  -0.47610  4.42727  5.82575  0.12
H  0.31764  4.76036  2.19473  0.07
H  1.19841  3.31159  2.88655  0.08
H  1.19492  5.04586  3.60311  0.10
H  -1.22152  1.24634  7.32962  0.06
H  0.32244  1.61354  6.95648  0.05
C  -2.15268  -1.63343  0.04957  -0.07
C  -2.29690  -3.02430  -0.46995  -0.44
C  -3.75303  -3.22771  -0.88958  -0.18
O  -4.49579  -3.38271  0.35352  -0.20
C  -5.64707  -2.57342  0.24731  -0.14
N  -1.49519  -3.11809  -1.68868  0.05
H  -1.15523  -1.40333  0.44456  0.08
H  -2.76952  -1.46622  0.95226  0.07
H  -2.54485  -0.92504  -0.67134  0.08
H  -2.02635  -3.70724  0.33797  0.14
H  -3.86945  -4.11383  -1.47360  0.11
H  -4.13889  -2.36979  -1.47327  0.12
H  -6.31116  -2.74092  1.12909  0.09
H  -6.32975  -2.82283  -0.58565  0.09
H  -5.35438  -1.50849  0.19674  0.09
H  -0.54236  -2.81581  -1.44546  0.07
H  -1.41112  -4.09175  -2.00259  0.09
C  4.92241  -0.83711  -0.69791  -0.03
C  3.68077  -0.87089  -1.56807  -0.44
C  2.74229  -2.01099  -1.30347  -0.19
O  3.42436  -3.28904  -1.50195  -0.18
C  2.52151  -4.35179  -1.40286  -0.14
N  2.87402  0.33560  -1.47751  0.08
H  5.36456  0.14253  -0.95368  0.07
H  5.56725  -1.71300  -0.90891  0.09
H  4.49650  -0.84606  0.33543  0.09
H  3.98300  -0.98337  -2.67333  0.15
H  1.87395  -1.93606  -2.01076  0.12
H  2.32635  -1.95856  -0.27540  0.11
H  1.78570  -4.28704  -2.18806  0.07
H  1.95642  -4.33516  -0.45711  0.09
H  3.09218  -5.29908  -1.50017  0.10
H  2.36038  0.50605  -2.29821  0.03
H  3.45986  1.12370  -1.31800  0.06
C  4.51145  1.33998  3.24638  -0.17
O  3.36660  2.13763  3.41896  -0.13
H  4.36609  0.28431  3.59015  0.08
H  4.80401  1.24895  2.18843  0.07
H  5.34148  1.85130  3.77902  0.09
H  2.74773  1.75092  2.79668  0.04

Forces on atoms 1 to 6 (eV/Å):
-0.54 0.22 0.85
0.87 0.72 -1.28
-2.56 0.09 0.22
-0.91 -0.04 0.47
0.60 0.12 0.24
0.40 -0.22 -0.09


No. 2
# C5H5N

A cluster of 2 separate species, C5H5N in total (ωB97M-V/def2-TZVPD, the Open Molecules 2025 dataset).

Results
HOMO-LUMO gap: 9.83 eV
Energy relative to the best compared isomer or geometry (same formula, charge and spin): 5.244 eV
DFT total energy: -248.0823 Eh
HOMO: -0.36842 Eh

Each line ends with the Löwdin charge.
Positions of all 11 atoms, in Å:
C  0.88783  2.06731  -0.17932  -0.05
C  0.66214  0.81580  -0.51611  -0.18
C  -0.53172  0.06435  0.26985  -0.13
C  -0.58905  -1.15600  -0.11783  -0.16
C  -1.38121  -2.42932  0.48430  -0.19
H  1.59199  2.90265  -0.68085  0.11
H  0.37245  2.53984  0.71069  0.07
H  1.12533  0.16323  -1.37904  0.12
H  -1.02227  0.55131  1.07801  0.10
H  0.62499  -1.96307  -0.49230  0.24
N  -1.74047  -3.55609  0.82260  0.07

Forces on atoms 1 to 6 (eV/Å):
1.34 3.59 0.12
-1.68 -1.99 0.06
3.89 2.47 -1.82
1.71 -9.27 0.97
-0.75 -3.80 0.82
-1.40 -2.60 0.91


No. 3
# C6H8DyO6

A structure of composition C6H8DyO6 (ωB97M-V/def2-TZVPD, the Open Molecules 2025 dataset).

Results
HOMO-LUMO gap (alpha / beta): 4.76 / 2.86 eV
DFT total energy: -1567.9483 Eh
HOMO (alpha / beta): -0.77404 / -0.80720 Eh
2S+1: 7
Total charge: +4

Each line ends with the Mulliken spin population.
Positions of all 21 atoms, in Å:
O  2.52191  -0.51622  1.42219  0.50
C  2.45855  -1.15140  0.33618  -0.45
O  3.39846  -1.10902  -0.49530  0.55
O  1.37485  -1.85851  0.01730  0.01
C  0.32919  -1.88791  0.94206  -0.02
C  -0.91910  -2.28464  0.35336  0.01
C  -2.06392  -2.66454  1.15734  0.00
C  -3.43954  -2.58168  0.54691  0.00
O  -3.83604  -1.10664  0.56425  0.00
C  -4.92495  -0.65234  0.31771  0.00
O  -6.01446  -0.33015  0.37748  0.00
Dy  5.19351  0.36446  0.85057  6.41
H  0.06777  -0.86526  1.32675  0.00
H  0.56388  -2.45220  1.86322  0.00
H  -0.98990  -2.31654  -0.74300  0.00
H  -2.01777  -2.30616  2.19548  0.00
H  -1.85110  -3.76539  1.24396  0.00
H  -4.18435  -3.08852  1.16474  0.00
H  -3.49961  -2.87330  -0.50559  0.00
O  -4.50953  0.66793  -2.66294  -1.02
H  -5.36030  0.97202  -3.03404  0.02

Forces on atoms 1 to 6 (eV/Å):
1.53 0.08 -1.23
-3.00 -1.51 -0.19
0.51 0.91 1.25
1.51 0.50 -0.42
-0.53 0.26 1.09
-0.48 -0.30 -0.31


What are the maximum force values for these records? In order: 3.1 9.5 3.9 eV Å⁻¹.